The following is a DFT calculation (ωB97M-V/def2-TZVPD) of a molecular structure, C30H26AsCl2F6N2O6S2W at a distorted geometry.

Output
energy relative to the best compared isomer or geometry (same formula, charge and spin): 21.9 kcal per mole
HOMO level: -11.42 eV
charge: +1
molar mass: 1018.34 g/mol

```
76
Properties=species:S:1:pos:R:3:lowdin_charge:R:1
W 0.9818 0.8815 0.0023 1.28
N 2.3899 0.2917 1.8558 -0.07
C 1.7084 0.7224 3.1204 -0.11
C 0.5049 1.6007 2.8168 -0.63
O -0.3688 1.7786 3.6241 0.10
O 0.5323 2.0717 1.5969 -0.30
H 2.7832 -0.6314 1.9898 0.10
H 3.1528 0.9448 1.6977 0.03
H 2.3879 1.2888 3.7565 0.15
H 1.3640 -0.1430 3.6753 0.11
Cl 2.7013 2.0475 -3.3880 0.67
C 3.8632 1.0558 -2.5765 -0.85
Cl 3.5132 0.7497 -0.7994 0.66
H 4.8181 1.5628 -2.5658 0.04
H 3.9020 0.0832 -3.0472 0.04
C -0.9051 -3.2163 5.1869 -0.06
C -1.1374 -1.8488 5.1499 -0.05
C -0.9726 -1.1378 3.9696 -0.12
C -0.6006 -1.8021 2.8037 -0.31
C -0.3501 -3.1722 2.8469 -0.09
C -0.4987 -3.8717 4.0356 -0.06
As -0.4630 -0.9277 1.0527 1.34
C -0.4336 -2.5342 -0.0365 -0.40
C -1.6039 -3.1716 -0.4225 -0.08
C -1.5398 -4.3164 -1.2070 -0.05
C -0.3102 -4.8486 -1.5688 -0.06
C 0.8622 -4.2381 -1.1438 -0.08
C 0.8004 -3.0743 -0.3931 -0.15
C -2.2424 -0.2247 0.7138 -0.35
C -3.0340 0.3154 1.7189 -0.07
C -4.2427 0.9169 1.3935 -0.05
C -4.6616 0.9770 0.0728 -0.06
C -3.8746 0.4276 -0.9316 -0.06
C -2.6625 -0.1605 -0.6146 -0.14
H -1.0344 -3.7663 6.1106 0.11
H -1.4430 -1.3232 6.0459 0.12
H -1.1177 -0.0710 3.9883 0.07
H -0.0477 -3.7076 1.9623 0.09
H -0.2917 -4.9340 4.0578 0.11
H -2.5627 -2.7809 -0.1119 0.11
H -2.4550 -4.7983 -1.5269 0.11
H -0.2653 -5.7427 -2.1775 0.11
H 1.8226 -4.6687 -1.4022 0.11
H 1.7125 -2.5849 -0.0789 0.10
H -2.7255 0.2735 2.7515 0.09
H -4.8547 1.3403 2.1795 0.11
H -5.6034 1.4503 -0.1753 0.11
H -4.2042 0.4630 -1.9630 0.11
H -2.0486 -0.5845 -1.3983 0.09
F -0.4796 5.8584 0.0659 0.18
C -1.0641 4.6841 0.0914 -0.68
F -2.2358 4.7561 -0.5391 0.16
F -1.2465 4.2439 1.3081 0.19
S -0.1185 3.4568 -0.9809 0.68
O -0.7439 2.1311 -0.7258 -0.40
O -0.2418 3.9632 -2.3044 -0.23
N 1.4196 3.1807 -0.5731 -0.39
S 2.2809 3.9310 0.6120 0.63
O 1.5376 4.7854 1.4725 -0.22
O 3.2049 2.9726 1.1435 -0.32
C 3.3208 5.0225 -0.4513 -0.68
F 4.1724 4.2638 -1.1452 0.13
F 2.5311 5.6749 -1.2981 0.16
F 3.9909 5.8786 0.2898 0.18
C 0.7885 -0.1330 -1.5389 -0.24
C 0.4694 -0.6335 -2.8424 -0.32
C 1.1299 -1.7201 -3.4227 -0.04
C 0.8540 -2.0815 -4.7290 -0.06
C -0.0866 -1.3693 -5.4644 -0.05
C -0.7511 -0.2870 -4.8950 -0.05
C -0.4735 0.0871 -3.5939 -0.04
H 1.8579 -2.2719 -2.8418 0.11
H 1.3756 -2.9173 -5.1777 0.11
H -0.2995 -1.6543 -6.4873 0.11
H -1.4755 0.2724 -5.4721 0.12
H -0.9623 0.9439 -3.1467 0.11
```

The following is a DFT calculation (ωB97M-V/def2-TZVPD) of a molecular structure, C30H26BClF18N6Na2O18S4 at a distorted geometry.

Output
HOMO level: -7.16 eV
molar mass: 1321.04 g/mol

```
106
Properties=species:S:1:pos:R:3:lowdin_charge:R:1
F 3.3454 0.4687 -2.6679 0.02
C 4.3498 -0.5952 -3.0475 -0.26
F 3.6794 -1.4270 -4.0771 -0.50
F 4.5540 -1.3967 -1.8059 0.01
O 5.5435 0.1270 -3.5115 -0.04
C 6.3318 -0.6509 -4.4801 -0.12
C 7.0247 -1.9474 -3.7089 -0.05
C 7.9073 -1.6494 -2.3605 0.01
C 8.4912 -3.0680 -1.6921 -0.01
N 8.1228 -4.3279 -2.4200 -0.02
N 7.4295 -4.5890 -3.5540 0.06
C 6.8304 -3.4541 -4.2909 0.03
H 5.7702 -0.9324 -5.4674 0.14
H 7.2516 0.0458 -4.7869 0.17
H 8.0845 -0.5870 -1.8998 0.13
H 9.1352 -3.0523 -0.6883 0.15
H 8.4932 -5.2031 -1.9317 0.14
H 6.1884 -3.6481 -5.2757 0.13
Cl 3.4104 -3.2504 -4.4600 0.04
C 12.2664 -6.4060 -0.9268 0.08
C 11.2826 -6.9905 -1.6132 -0.20
C 11.5693 -8.0121 -2.6581 -0.30
O 10.6435 -8.5457 -3.2592 0.13
C 12.9768 -8.3403 -2.9332 0.09
C 13.9606 -7.7531 -2.2491 -0.20
C 13.6725 -6.7522 -1.1855 -0.30
O 14.5971 -6.2431 -0.5610 0.12
O 15.2857 -8.0549 -2.5044 0.07
O 9.9587 -6.6683 -1.3775 0.04
H 12.0721 -5.6635 -0.1630 0.13
H 13.1719 -9.0712 -3.7075 0.14
H 15.8042 -7.5020 -1.8798 0.12
H 9.4401 -7.2256 -1.9978 0.12
C -0.2927 1.6013 2.3029 -0.62
F -1.3923 1.6634 3.1081 0.09
F -0.1937 0.3019 1.8894 0.06
F -0.5971 2.3231 1.1824 0.08
S 1.2303 2.1895 3.1156 0.60
O 1.4063 1.2904 4.2591 -0.28
O 0.9431 3.5820 3.4690 -0.26
N 2.2019 1.9601 1.8843 -0.31
S 3.6934 2.3891 2.2058 0.60
O 4.4215 1.5524 3.1638 -0.30
O 3.9434 3.8272 2.3355 -0.28
C 4.4014 1.9475 0.5845 -0.61
F 3.8188 2.6360 -0.4432 0.09
F 4.2321 0.6242 0.2852 0.06
F 5.7411 2.1910 0.4965 0.09
O 17.4958 -7.5143 -4.6886 -0.06
H 17.0967 -6.7100 -5.0530 0.04
H 16.8116 -7.8700 -4.1017 0.00
C -3.6962 -2.9114 2.9686 0.05
N -4.7296 -2.0503 2.3590 -0.08
C -4.4156 -0.7780 2.0261 0.05
C -5.3585 0.0488 1.4097 0.08
C -6.6395 -0.4324 1.1225 -0.14
C -6.9317 -1.7476 1.5047 0.05
C -5.9648 -2.5394 2.1226 0.02
C -7.6452 0.3871 0.4224 -0.14
C -8.2040 -0.0477 -0.7856 0.05
C -9.1913 0.7026 -1.4223 0.03
N -9.6277 1.8600 -0.8810 -0.07
C -9.0944 2.3255 0.2716 0.05
C -8.0999 1.6051 0.9372 0.07
C -10.7081 2.6230 -1.5356 0.05
H -3.3352 -2.4171 3.8741 0.12
H -2.8928 -3.0305 2.2362 0.12
H -4.1218 -3.8859 3.2182 0.11
H -3.4069 -0.4365 2.2456 0.16
H -5.0669 1.0627 1.1377 0.15
H -7.9187 -2.1728 1.3274 0.14
H -6.1727 -3.5639 2.4205 0.15
H -7.8757 -0.9775 -1.2486 0.14
H -9.6399 0.3769 -2.3580 0.15
H -9.4806 3.2659 0.6566 0.17
H -7.7071 1.9987 1.8734 0.15
H -10.3371 3.6308 -1.7362 0.12
H -11.5591 2.6436 -0.8489 0.11
H -10.9953 2.1367 -2.4714 0.11
F 8.5927 -5.1595 -5.2987 -0.52
B -0.0391 4.3464 7.6642 -0.98
O 0.7195 3.5555 6.6892 0.21
C 1.9963 3.9554 6.7626 -0.40
O 2.8978 3.4959 6.0803 0.13
C 2.1260 4.9890 7.7533 -0.40
O 3.1572 5.5639 8.0622 0.12
O 0.9310 5.2410 8.3047 0.22
F -0.6444 3.4715 8.6563 0.05
F -1.0665 5.1232 6.9883 0.06
Na 6.4952 -2.1602 -0.2776 0.71
Na 2.1957 -0.9233 -5.8040 0.72
C -15.1290 9.3291 -0.4399 -0.61
F -15.2132 10.5260 -1.0892 0.11
F -14.9115 9.6226 0.8776 0.10
F -16.3778 8.7753 -0.4934 0.10
S -13.8496 8.2252 -1.1259 0.60
O -12.5969 8.9661 -0.9567 -0.30
O -14.2546 8.0153 -2.5182 -0.30
N -14.0911 7.0151 -0.1309 -0.29
S -13.1310 5.7898 -0.4283 0.59
O -11.7100 5.9853 -0.1272 -0.33
O -13.3983 5.0367 -1.6567 -0.32
C -13.7360 4.7090 0.9099 -0.61
F -15.0695 4.4306 0.7918 0.10
F -13.5851 5.2752 2.1452 0.10
F -13.0973 3.5044 0.9609 0.07
```

The following is a DFT calculation (ωB97M-V/def2-TZVPD) of a molecular structure, C30H26BF4IN2O2ReS5Si at a distorted geometry.

Output
energy relative to the best compared isomer or geometry (same formula, charge and spin): 34.2 kcal per mole
HOMO level (alpha / beta): -7.95 / -7.91 eV
multiplicity: 4
molar mass: 1034.89 g/mol

```
73
Properties=species:S:1:pos:R:3:mulliken_spin:R:1
Re -0.8189 -0.1590 0.4767 2.79
C 3.0937 -1.4821 2.8468 0.00
C 2.1462 -0.5695 3.5431 -0.02
N 2.3325 -0.3266 4.8063 0.00
C 1.4898 0.4612 5.4741 0.02
C 0.4943 1.1837 4.8615 0.00
C -0.3964 2.0752 5.6938 0.00
O -1.7396 2.1280 5.2831 0.00
C 0.2919 1.0082 3.4666 0.03
C -0.6495 1.8411 2.8060 0.01
N -1.2832 1.6816 1.6761 -0.02
C -2.3473 2.5489 1.3915 0.01
C -2.8655 3.4550 2.3362 0.00
C -3.8776 4.3358 2.0208 0.00
C -4.4325 4.3612 0.7517 0.00
C -4.0180 3.4204 -0.1706 0.00
C -3.0155 2.5253 0.1631 -0.01
I -2.7050 0.8902 -1.1576 0.03
C 1.0340 -0.0175 2.8114 0.02
O 0.7965 -0.4300 1.6293 0.04
H 4.0017 -1.5701 3.4353 0.00
H 3.3191 -1.1095 1.8491 0.00
H 2.6324 -2.4639 2.7503 0.00
H 1.6573 0.5273 6.5398 0.00
H -0.0193 3.1068 5.6479 0.00
H -0.3307 1.7319 6.7362 0.00
H -2.0584 1.2221 5.1485 0.00
H -0.8746 2.7344 3.3779 0.02
H -2.5198 3.4391 3.3584 0.00
H -4.2404 5.0068 2.7818 0.00
H -5.2021 5.0710 0.4937 0.00
H -4.4694 3.3761 -1.1510 0.00
C 1.1783 -3.1820 -4.5743 0.00
S 0.5879 -3.5705 -2.9060 0.00
C -1.0422 -2.9755 -3.0050 -0.02
C -1.7228 -2.5601 -1.9043 0.06
S -0.9890 -2.4234 -0.3433 0.08
S -3.4129 -2.1336 -2.1573 0.01
C -3.3485 -2.1363 -3.9046 0.00
S -4.5341 -1.5487 -4.8526 0.00
S -1.8846 -2.8593 -4.5381 0.00
H 2.2002 -3.5390 -4.6190 0.00
H 1.1507 -2.1081 -4.7178 0.00
H 0.5671 -3.6875 -5.3139 0.00
C 0.5321 1.5957 -5.4736 0.00
C -0.3485 0.6821 -4.9186 0.00
C -0.2199 0.3144 -3.5912 -0.01
C 0.7861 0.8354 -2.7860 0.00
C 1.6706 1.7396 -3.3677 -0.01
C 1.5458 2.1250 -4.6917 0.00
Si 1.1020 0.2647 -0.9967 -0.11
C 2.3090 -1.2085 -1.1949 -0.01
C 3.2609 -1.2097 -2.2138 0.00
C 4.2111 -2.2109 -2.3089 0.00
C 4.2329 -3.2344 -1.3775 0.00
C 3.2743 -3.2692 -0.3822 -0.01
C 2.3199 -2.2738 -0.2988 0.02
H 0.4354 1.8938 -6.5082 0.00
H -1.1410 0.2581 -5.5160 0.00
H -0.9215 -0.3923 -3.1706 0.00
H 2.4686 2.1434 -2.7624 0.00
H 2.2423 2.8326 -5.1208 0.00
H 1.9155 1.3693 -0.3980 0.01
H 3.2497 -0.4082 -2.9365 0.00
H 4.9495 -2.1881 -3.0964 0.00
H 4.9903 -4.0014 -1.4277 0.00
H 3.2704 -4.0747 0.3355 0.00
H 1.5714 -2.3344 0.4756 0.01
F -3.2506 -2.3210 3.3562 0.00
B -2.3987 -1.3340 3.0116 -0.01
F -1.1682 -1.8336 2.5633 0.03
F -2.1722 -0.4567 4.0565 0.00
F -2.8964 -0.5848 1.8973 0.01
```